[1]
14
Properties=species:S:1:pos:R:3:forces:R:3 method="wB97M-V/def2-TZVPD" lumo_ev=0.8 e_above_lowest_kj_mol=422.5 homo_lumo_gap_ev=9.4 homo_energy_ha=-0.3155 total_energy_ev=-11533.778 total_charge=0
F -0.3780 -1.8150 -0.9688 -0.20 -0.01 -0.41
O 0.8263 1.0245 0.9136 1.50 -2.21 -2.19
N -0.5044 1.1979 0.9206 -1.27 -1.24 -0.37
C -0.2133 -0.6483 -0.3740 7.00 1.68 2.25
C 1.2305 -0.0483 0.1314 -6.41 -0.32 0.05
C -2.5621 0.2787 0.0874 -1.44 -0.32 -0.29
C -1.0958 0.1849 0.2244 0.22 2.81 0.40
C 2.6629 -0.1948 -0.2375 -0.63 0.07 3.44
H -2.9357 1.3267 -0.1339 0.64 -1.23 0.65
H 2.9279 -1.2257 -0.2167 0.24 -0.96 0.12
H 2.6587 0.0817 -1.2354 1.10 1.23 -1.88
H -2.9401 -0.1287 1.0445 -0.49 0.52 -0.54
H 3.2842 0.3284 0.5819 -0.74 -0.39 -1.93
H -2.9611 -0.3621 -0.7375 0.48 0.36 0.69

[2]
16
Properties=species:S:1:pos:R:3:forces:R:3 method="wB97M-V/def2-TZVPD" lumo_ev="-11.8 / -12.0" e_above_lowest_kj_mol=423.9 homo_lumo_gap_ev="5.8 / 5.5" homo_energy_ha="-0.6467 / -0.6404" total_energy_ev=-17621.173 total_charge=+2
Hg -2.3443 2.0772 0.3229 2.01 4.04 0.23
O -0.9524 0.7415 -1.3207 -0.47 0.65 -0.78
O 0.6054 0.1303 0.5258 -1.98 1.13 -1.20
O -2.9670 0.2760 0.3402 -2.59 -4.63 -0.45
O 1.2467 1.9762 -0.4632 -1.09 0.05 -0.39
C -1.5434 -0.4308 -1.3765 1.79 0.47 1.20
C 2.1408 -1.4585 1.2806 -0.12 -0.02 -0.98
C 0.2915 1.1685 -0.1654 1.00 -2.07 1.29
C 1.9169 -0.2131 0.8971 1.63 -0.49 0.10
C -2.6483 -0.6292 -0.4744 0.90 -0.11 0.39
H 0.9259 2.7604 -0.9343 0.28 0.31 -0.31
H -2.9867 -1.6616 -0.3110 -0.34 0.37 0.01
H 3.1710 -1.7905 1.3981 -0.25 0.19 0.31
H 1.3656 -2.2228 1.2249 0.10 0.24 0.48
H 2.6672 0.5452 0.6881 -0.29 -0.04 0.37
H -0.8888 -1.2688 -1.6322 -0.57 -0.12 -0.27

[3]
17
Properties=species:S:1:pos:R:3:forces:R:3 method="wB97M-V/def2-TZVPD" lumo_ev="-5.6 / -5.8" e_above_lowest_kj_mol=366.1 homo_lumo_gap_ev="4.3 / 3.9" s_squared=0.753 homo_energy_ha="-0.3633 / -0.3595" total_energy_ev=-14525.654 multiplicity=2 total_charge=+1
La 1.5459 5.2551 1.4558 -0.38 -2.88 -2.08
O -0.3900 -3.3843 -1.5310 0.51 0.01 -0.26
O 1.4428 2.9935 -0.1533 -0.36 2.46 0.10
O -0.2734 -1.3396 -0.7151 -0.41 1.65 -0.17
O 1.2030 -2.9285 -0.0744 0.39 0.07 0.15
C -0.5663 1.6966 -0.1691 -1.18 3.85 -0.84
C 0.2232 -2.5818 -0.7810 -0.44 -1.16 0.38
C -0.2903 -0.6216 0.5214 -0.31 -0.85 1.38
C -1.2870 0.6050 0.5249 0.80 -2.70 -1.76
C 0.7366 1.9167 -0.4725 1.67 -1.97 2.46
Li 0.9928 -4.6547 -0.9928 -0.35 0.72 0.08
H -2.2120 0.3857 -0.0300 0.24 -0.31 0.16
H -0.4685 -1.3662 1.3110 -0.80 0.20 -0.14
H -1.0613 2.5928 -0.6775 -0.47 -0.67 1.67
H 0.6768 -0.2661 0.8997 0.26 0.13 -0.89
H 1.3407 1.0176 -0.6907 0.34 0.50 0.00
H -1.6133 0.6800 1.5745 0.49 0.94 -0.25

[4]
12
Properties=species:S:1:pos:R:3:forces:R:3 method="wB97M-V/def2-TZVPD" lumo_ev="-6.9 / -6.6" e_above_lowest_kj_mol=776.2 homo_lumo_gap_ev="7.5 / 8.5" homo_energy_ha="-0.5303 / -0.5566" total_energy_ev=-6757.133 total_charge=+1
N -0.0737 0.0957 0.1399 -4.02 -4.06 -1.18
C -0.5870 -0.3201 -2.0672 -0.29 -0.45 -0.04
C 0.4997 0.4822 1.3551 2.33 1.34 2.59
C -1.3093 -1.1157 -0.0771 5.04 4.17 0.95
C -1.2697 -1.1311 -1.3980 -0.40 0.07 -1.92
C 0.3909 0.3730 -1.2562 -2.45 3.18 1.06
H -0.2306 0.8826 2.0903 0.06 0.32 -0.88
H 0.9154 -0.3548 2.0091 -0.02 0.58 -1.40
H -1.5290 -1.6840 0.7756 -0.79 -0.45 0.97
H 0.5156 1.5092 -1.3871 -0.35 -1.56 0.02
H 1.3596 1.2966 1.2007 -1.91 -1.83 0.22
H 1.3182 -0.0336 -1.3851 2.80 -1.33 -0.39

[5]
12
Properties=species:S:1:pos:R:3:forces:R:3 method="wB97M-V/def2-TZVPD" lumo_ev=-7.0 e_above_lowest_kj_mol=677.2 homo_lumo_gap_ev=7.6 homo_energy_ha=-0.5361 total_energy_ev=-6758.159 total_charge=+1
N 0.3058 -0.0643 -0.0158 3.52 1.15 0.01
C -0.6569 -0.8961 -2.1470 0.17 0.45 1.70
C -1.8005 -0.9763 -1.1467 -0.72 0.39 0.58
C 0.9407 0.8717 2.1302 1.90 1.68 2.28
C 0.0374 0.4307 1.2692 1.98 0.06 0.62
C -0.5736 -0.2593 -0.8818 -1.65 -1.50 -2.42
H 1.2731 0.0433 -0.4203 -0.99 -0.06 0.99
H -0.9787 0.5222 1.3968 -2.15 0.25 0.68
H 2.1296 0.8793 2.1314 -2.82 -0.37 -0.66
H -1.3390 -0.4978 -2.8644 -0.77 0.47 -1.05
H 0.5706 1.4682 3.0676 0.47 -1.54 -1.90
H 0.0916 -1.5217 -2.5192 1.04 -0.99 -0.82

[6]
12
Properties=species:S:1:pos:R:3:forces:R:3 method="wB97M-V/def2-TZVPD" lumo_ev=-5.4 e_above_lowest_kj_mol=333.2 homo_lumo_gap_ev=9.8 homo_energy_ha=-0.5598 total_energy_ev=-6761.724 total_charge=+1
N -1.3090 0.7887 -0.0714 0.68 -0.57 0.13
C 0.4777 -0.9898 0.0902 1.26 -0.49 0.06
C 1.6144 -0.2784 0.0651 -0.97 -0.22 0.04
C 2.6792 0.4294 0.0623 0.53 -0.24 -0.28
C -0.7545 -0.3597 0.0660 -0.91 1.52 -0.30
C -2.2291 -0.3044 0.1796 -0.64 -0.31 0.15
H -2.8661 -0.5929 -0.6466 0.11 -0.12 -0.07
H 3.1868 0.7110 0.9667 -0.06 0.17 0.46
H -1.1722 1.7841 -0.0597 0.06 0.26 -0.02
H 3.2168 0.6440 -0.8529 -0.16 0.08 -0.22
H 0.5051 -2.0711 0.1438 0.01 0.02 0.04
H -2.6807 -0.3562 1.1646 0.09 -0.08 0.02

[7]
12
Properties=species:S:1:pos:R:3:forces:R:3 method="wB97M-V/def2-TZVPD" lumo_ev=-4.8 e_above_lowest_kj_mol=681.8 homo_lumo_gap_ev=9.7 homo_energy_ha=-0.5331 total_energy_ev=-6758.111 total_charge=+1
N -1.4778 0.0032 -0.0395 -2.46 0.90 0.72
C -1.0388 1.4033 -0.2855 -0.49 -2.29 -0.57
C -0.1860 0.4056 -0.2688 -1.29 0.81 0.51
C -2.3678 -0.8429 0.3290 1.15 0.16 -0.30
C 3.2207 0.2069 -0.3431 -0.61 3.30 -2.24
C 2.5682 -0.5812 0.2675 0.61 -2.68 2.69
H 3.2739 1.1474 -0.9448 0.77 -1.49 0.74
H -3.4220 -0.6497 0.2290 -0.10 0.49 0.25
H -1.6076 2.3016 -0.4817 0.55 0.15 0.04
H 2.4583 -1.3400 1.0639 -0.28 0.69 -1.05
H -2.0385 -1.7984 0.7286 0.06 -0.05 -0.48
H 0.6173 -0.2558 -0.2545 2.10 0.01 -0.32

[8]
12
Properties=species:S:1:pos:R:3:forces:R:3 method="wB97M-V/def2-TZVPD" lumo_ev=-5.7 e_above_lowest_kj_mol=427.8 homo_lumo_gap_ev=9.8 homo_energy_ha=-0.5690 total_energy_ev=-6760.743 total_charge=+1
N -1.0813 0.1881 -1.0118 -0.92 -1.22 0.96
C -3.1354 -0.0557 -2.5244 4.92 -0.05 4.20
C -0.2256 0.0397 -0.2426 0.70 0.30 -1.50
C -2.2042 -0.0364 -1.6897 -3.02 0.59 -3.37
C 1.0793 0.2516 0.3290 2.22 -1.59 1.19
C 1.4978 -0.2546 1.7976 -0.63 -2.94 -1.22
H 1.8709 -1.3448 1.9692 -0.53 1.82 -1.24
H 0.7112 -0.2100 2.5107 -0.83 0.65 0.44
H 2.2772 0.3893 2.0417 1.29 1.04 0.70
H 1.9921 0.0297 -0.3728 -2.21 0.22 0.76
H 1.0258 1.3062 0.4668 0.21 1.27 -0.05
H -3.8078 -0.3032 -3.2735 -1.20 -0.11 -0.86

[9]
12
Properties=species:S:1:pos:R:3:forces:R:3 method="wB97M-V/def2-TZVPD" lumo_ev=-5.9 e_above_lowest_kj_mol=675.3 homo_lumo_gap_ev=9.9 homo_energy_ha=-0.5803 total_energy_ev=-6758.178 total_charge=+1
N 1.5013 -0.3827 -0.7408 -0.37 0.78 2.87
C 1.1706 0.4822 0.9515 1.78 -1.16 -3.08
C 0.6660 -0.7396 0.2972 -0.36 0.11 0.84
C -0.7986 -1.0801 0.3128 2.39 -0.88 -3.60
C -0.8896 0.2831 -0.4952 -2.36 1.77 0.74
C 0.6497 0.8060 -0.4425 -2.28 2.30 -0.75
H 0.6092 1.7775 -1.0389 1.29 -1.35 0.85
H -1.5835 1.0701 0.0880 1.66 -1.83 -1.21
H 2.0833 0.7720 1.5307 -1.06 -0.34 -0.59
H -1.0052 -2.0569 -0.1279 -0.11 0.49 -0.92
H -1.2475 0.2591 -1.5839 0.68 -0.55 1.64
H -1.1557 -1.1907 1.2490 -1.25 0.66 3.22

[10]
12
Properties=species:S:1:pos:R:3:forces:R:3 method="wB97M-V/def2-TZVPD" lumo_ev=-4.5 e_above_lowest_kj_mol=615.2 homo_lumo_gap_ev=9.2 homo_energy_ha=-0.5039 total_energy_ev=-6758.801 total_charge=+1
N -0.9880 -0.1046 0.7336 0.98 -0.09 -1.00
C 1.3796 0.8000 -0.1447 -0.23 -2.23 0.50
C -1.0541 -0.5349 -0.6833 4.17 -0.46 2.34
C 1.5361 -0.9414 0.5559 -0.64 -1.31 1.84
C 0.3575 -0.2517 0.0957 -3.64 -0.26 -2.32
C 2.3771 -0.2086 -0.1707 1.72 0.92 -2.20
H 3.3948 -0.3156 -0.5327 -0.19 0.22 0.30
H -1.2916 0.8328 0.7216 -0.88 1.14 1.60
H -1.2953 -0.8252 1.3541 -0.29 0.13 1.12
H -1.1191 0.3402 -1.2295 -1.18 0.84 -1.92
H 1.4044 1.7187 0.3618 0.17 1.38 0.51
H -1.4952 -1.5024 -0.7810 0.01 -0.27 -0.76

[11]
12
Properties=species:S:1:pos:R:3:forces:R:3 method="wB97M-V/def2-TZVPD" lumo_ev="-6.3 / -6.3" e_above_lowest_kj_mol=534.5 homo_lumo_gap_ev="6.6 / 6.6" homo_energy_ha="-0.4726 / -0.4726" total_energy_ev=-6759.638 total_charge=+1
N 2.9188 1.1127 0.1011 -3.12 -3.22 0.88
C -1.8541 1.1317 0.0751 -0.61 2.15 3.11
C -0.1063 -0.8671 0.0957 0.33 0.01 -0.78
C -1.0900 0.1319 0.1333 2.09 0.57 -0.21
C 1.4116 -0.9125 0.0842 -0.46 -0.57 0.53
C 2.1525 0.1830 0.0067 2.46 2.62 0.17
H -1.9968 1.9198 0.9780 0.75 -2.16 -1.53
H 1.9630 -1.8704 0.3135 -1.08 1.09 -0.55
H -0.4504 -1.1939 -0.9336 -0.26 0.39 -0.51
H -0.5929 -1.6702 0.5447 -0.12 -1.95 1.60
H 3.2820 1.9546 -0.2269 0.83 0.96 -0.97
H -2.6061 1.3884 -0.6011 -0.82 0.10 -1.74

[12]
12
Properties=species:S:1:pos:R:3:forces:R:3 method="wB97M-V/def2-TZVPD" lumo_ev=-5.5 e_above_lowest_kj_mol=384.6 homo_lumo_gap_ev=9.8 homo_energy_ha=-0.5633 total_energy_ev=-6761.192 total_charge=+1
N 0.2785 0.5909 0.1963 -0.24 0.36 0.78
C -0.4156 -0.1843 -0.4946 0.95 0.12 -0.03
C -0.5233 -0.8569 -1.7656 -3.55 3.10 -0.47
C -1.3208 -1.3069 -0.5431 -1.76 -0.26 0.78
C 0.8306 1.2025 1.1014 -0.14 -0.70 -1.32
C 1.5790 1.7329 2.0037 1.37 0.64 -2.36
H 2.5224 2.2458 1.6945 -0.96 -0.37 0.59
H -1.0399 -0.2458 -2.5834 0.52 -1.03 1.27
H -2.4578 -1.1503 -0.4805 1.95 -0.34 -0.05
H -0.8653 -2.1561 0.0178 -0.78 0.45 -0.48
H 1.2217 1.5955 2.9564 -0.33 0.09 2.49
H 0.1905 -1.4674 -2.1029 2.97 -2.07 -1.20